[1]
Entry from the Open Molecules 2025 dataset: C2H5O3PS as an isolated structure in a non-equilibrium geometry (ωB97M-V/def2-TZVPD).

```
12
C2H5O3PS ωB97M-V/def2-TZVPD
C -1.162 0.805 0.073
C 0.429 0.638 -0.732
O 1.876 -0.793 0.932
O 1.545 -1.700 -1.329
O -0.342 -1.657 0.274
P -1.358 -0.695 1.173
S 1.046 -0.971 -0.216
H -1.160 1.735 0.629
H -1.898 0.835 -0.729
H 0.299 0.649 -1.802
H 1.098 1.401 -0.362
H -0.372 -0.247 2.090
```

## Properties
- LUMO energy (eV) = 0.561
- gap between HOMO and LUMO (eV) = 10.83
- E_HOMO (eV) = -10.3
- ΔE to the lowest compared entry with this formula, charge and spin (kcal per mole) = 54.33

[2]
Entry from the Open Molecules 2025 dataset: one molecule with the formula C2H7N3 in a non-equilibrium geometry (ωB97M-V/def2-TZVPD).

```
12
C2H7N3 ωB97M-V/def2-TZVPD
C -1.770 -0.373 -0.609
N -0.687 0.572 -0.322
C 0.495 -0.036 0.142
N 1.566 0.870 0.103
N 0.459 -1.141 0.754
H -2.196 -0.584 0.389
H -2.508 0.072 -1.255
H -1.527 -1.346 -1.132
H -0.512 1.052 -1.196
H 1.505 1.682 0.699
H 2.477 0.475 0.290
H 1.122 -1.403 1.474
```

## Properties
- LUMO energy (eV) = 0.978
- gap between HOMO and LUMO (eV) = 10.29
- E_HOMO (eV) = -9.3
- ΔE to the lowest compared entry with this formula, charge and spin (kcal per mole) = 13.23

[3]
Entry from the Open Molecules 2025 dataset: C3H2BrClFO2 as an isolated structure in a non-equilibrium geometry (ωB97M-V/def2-TZVPD).

```
10
C3H2BrClFO2 ωB97M-V/def2-TZVPD
C 1.026 -1.316 0.599
C -1.038 0.638 -0.075
C 0.396 0.292 -0.386
O 1.600 -2.023 -0.162
O 0.660 -1.177 1.724
F 0.554 0.160 -1.752
Cl -2.079 -0.786 -0.343
Br 1.453 1.881 0.127
H -1.445 1.433 -0.710
H -1.128 0.899 0.979
```

## Properties
- LUMO energy (eV) = 3.347
- charge = -1
- gap between HOMO and LUMO (eV) = 7.49
- E_HOMO (eV) = -4.1
- ΔE to the lowest compared entry with this formula, charge and spin (kcal per mole) = 0.00

[4]
Entry from the Open Molecules 2025 dataset: C2HLiO2Tb as an isolated structure in a non-equilibrium geometry (ωB97M-V/def2-TZVPD).

```
7
C2HLiO2Tb ωB97M-V/def2-TZVPD
O 1.023 0.755 -2.187
C 0.763 0.149 -1.221
C 0.341 -0.413 -0.098
H 0.872 -1.334 0.170
Tb -2.623 -0.641 0.697
Li 0.295 1.103 1.988
O -0.672 0.381 0.650
```

## Properties
- LUMO energy (alpha / beta) (eV) = -8.222 / -9.583
- charge = +2
- <S²> = 15.7678
- gap between HOMO and LUMO (alpha / beta) (eV) = 8.58 / 7.21
- 2S+1 = 8
- E_HOMO (alpha / beta) (eV) = -16.8 / -16.8
- ΔE to the lowest compared entry with this formula, charge and spin (kcal per mole) = 0.00

[5]
Entry from the Open Molecules 2025 dataset: one molecule with the formula C6H9N in a non-equilibrium geometry (ωB97M-V/def2-TZVPD).

```
16
C6H9N ωB97M-V/def2-TZVPD
C -0.478 1.451 0.373
C -0.552 -0.022 0.199
C 0.465 -0.583 -0.742
C 1.850 -0.411 -0.322
C 2.987 -0.252 0.038
C -1.124 -0.937 1.227
N -1.879 -0.622 0.072
H 0.535 1.739 0.649
H -1.187 1.795 1.124
H -0.748 1.948 -0.564
H 0.303 -0.123 -1.719
H 0.236 -1.641 -0.868
H 3.996 -0.120 0.358
H -0.690 -1.920 1.357
H -1.091 -0.341 2.158
H -2.601 0.058 0.276
```

## Properties
- LUMO energy (eV) = 1.036
- gap between HOMO and LUMO (eV) = 10.54
- E_HOMO (eV) = -9.5
- ΔE to the lowest compared entry with this formula, charge and spin (kcal per mole) = 73.57

[6]
Entry from the Open Molecules 2025 dataset: one molecule with the formula C2H2INS2 in a non-equilibrium geometry (ωB97M-V/def2-TZVPD).

```
8
C2H2INS2 ωB97M-V/def2-TZVPD
C -0.322 1.653 -0.384
C 0.244 0.297 -0.116
N 0.331 2.677 -0.679
S 2.061 0.385 -0.370
S 2.082 2.451 -0.790
I -2.412 1.830 -0.213
H 0.051 -0.004 0.915
H -0.179 -0.456 -0.786
```

## Properties
- LUMO energy (eV) = -0.150
- gap between HOMO and LUMO (eV) = 8.16
- E_HOMO (eV) = -8.3
- ΔE to the lowest compared entry with this formula, charge and spin (kcal per mole) = 0.00